{
  "formula": "C6H15N",
  "method": "ωB97M-V/def2-TZVPD",
  "symbols": ["C", "C", "N", "C", "C", "C", "C", "H", "H", "H", "H", "H", "H", "H", "H", "H", "H", "H", "H", "H", "H", "H"],
  "coordinates": [[1.94414, -1.26000, 2.07491], [0.51957, -0.69996, 1.85712], [0.49267, 0.26404, 0.81122], [-0.49278, 0.19458, -0.22502], [-1.84462, 0.82212, 0.19542], [0.00036, 0.87174, -1.49949], [-0.53563, 0.16392, -2.77586], [1.92541, -2.12878, 2.73825], [2.58114, -0.47636, 2.50253], [2.33899, -1.50379, 1.09686], [0.13431, -0.47717, 2.86172], [-0.04833, -1.58941, 1.56764], [1.30102, 0.85726, 0.78591], [-0.62691, -0.86042, -0.45603], [-1.56676, 1.51167, 0.98376], [-2.39687, 1.20789, -0.65392], [-2.43535, 0.06666, 0.72378], [-0.41084, 1.88435, -1.60874], [1.07025, 1.03634, -1.65198], [-0.34163, -0.90301, -2.73021], [-1.58112, 0.38327, -2.98178], [-0.02701, 0.63507, -3.61609]],
  "atomic_forces_ev_per_a": [[-0.4, 0.8, 0.1], [0.8, -1.8, 0.5], [0.1, 0.0, 1.1], [0.4, 0.7, -0.4], [0.6, -1.3, 0.7], [-0.9, 0.5, -1.6], [0.5, 0.8, 0.3], [0.1, 0.1, -0.1], [0.0, -0.2, 0.1], [0.3, -0.3, -0.1], [-0.3, 0.8, -0.2], [-0.4, 0.2, -0.3], [-0.2, 0.2, -0.5], [-0.2, -0.3, -0.1], [-0.3, 0.8, -0.3], [-0.1, 0.3, 0.1], [-0.2, 0.0, -0.2], [0.1, 0.0, 0.5], [0.1, -0.6, 0.6], [-0.1, -0.1, -0.3], [-0.3, -0.3, 0.4], [0.2, -0.4, -0.2]],
  "mulliken_charge": [-1.28, -0.44, -0.24, 0.46, -1.54, -0.75, -1.20, 0.37, 0.32, 0.34, 0.25, 0.31, 0.24, 0.35, 0.38, 0.41, 0.32, 0.29, 0.41, 0.37, 0.28, 0.37],
  "charge": 0,
  "homo_ev": -8.12,
  "e_above_lowest_kcal_mol": 26.28,
  "energy_ha": -292.32715,
  "spin_multiplicity": 1,
  "fmax_ev_per_a": 2.01,
  "lumo_ev": 1.17,
  "smiles": "CCN[C@@H](C)CC"
}



{
  "formula": "C6H15N",
  "method": "ωB97M-V/def2-TZVPD",
  "symbols": ["C", "C", "N", "C", "C", "C", "C", "H", "H", "H", "H", "H", "H", "H", "H", "H", "H", "H", "H", "H", "H", "H"],
  "coordinates": [[0.06478, 1.78452, 1.74770], [0.46316, 1.35545, 0.34531], [-0.11024, 0.14197, -0.29130], [0.01240, -1.07703, 0.52341], [-0.92103, -1.24849, 1.71131], [0.65512, -0.05333, -1.52706], [-0.19887, -0.77545, -2.59495], [0.49667, 1.16665, 2.52934], [0.42725, 2.78791, 1.93037], [-1.01247, 1.77683, 1.85494], [1.55829, 1.30482, 0.27722], [0.15714, 2.18509, -0.28331], [-0.22184, -1.93416, -0.11366], [1.06957, -1.19209, 0.81822], [-1.94516, -1.53357, 1.49397], [-0.47597, -1.98686, 2.39051], [-1.04387, -0.36767, 2.34459], [1.04364, 0.88286, -1.91095], [1.46467, -0.77180, -1.32885], [-0.85927, -1.47383, -2.07748], [-0.79804, -0.10485, -3.20262], [0.42362, -1.32796, -3.30465]],
  "atomic_forces_ev_per_a": [[0.0, -0.6, 0.0], [0.0, 0.0, -0.2], [0.1, 0.6, 0.7], [-0.2, 0.0, -0.3], [0.2, 0.5, 1.1], [-0.9, -1.5, -0.6], [0.2, 0.2, 0.1], [0.0, -0.2, 0.1], [0.1, 0.3, -0.1], [-0.3, 0.1, 0.1], [0.2, 0.0, 0.2], [0.1, 0.1, -0.4], [0.3, 0.1, -0.2], [-0.1, -0.1, 0.2], [0.0, -0.3, -0.5], [-0.2, -0.1, -0.2], [0.3, 0.1, -0.2], [0.1, 0.1, 0.1], [0.5, 0.5, 0.1], [0.0, 0.0, -0.2], [-0.2, 0.2, 0.2], [0.0, -0.1, 0.2]],
  "mulliken_charge": [-1.54, -0.32, -0.07, -0.37, -1.27, -0.44, -1.17, 0.34, 0.41, 0.38, 0.41, 0.34, 0.31, 0.35, 0.33, 0.34, 0.26, 0.48, 0.30, 0.28, 0.32, 0.34],
  "charge": 0,
  "homo_ev": -8.53,
  "e_above_lowest_kcal_mol": 25.07,
  "energy_ha": -292.32907,
  "spin_multiplicity": 1,
  "fmax_ev_per_a": 1.86,
  "lumo_ev": 1.19,
  "smiles": "CCN(CC)CC"
}



{
  "formula": "C6H15N",
  "method": "ωB97M-V/def2-TZVPD",
  "symbols": ["C", "C", "N", "C", "C", "C", "C", "H", "H", "H", "H", "H", "H", "H", "H", "H", "H", "H", "H", "H", "H", "H"],
  "coordinates": [[-1.72066, -0.75391, 1.37196], [-0.80687, -1.57483, 0.63518], [-0.02038, -1.20778, -0.49190], [0.26569, 2.44912, 0.21970], [0.00109, 1.24170, -0.64348], [0.67954, -0.01153, -0.12548], [2.10557, -0.11743, -0.67241], [-1.62814, -0.49977, 2.38299], [-2.63979, -0.39260, 0.84173], [-2.60680, -2.45776, -1.45290], [-2.45140, -2.35123, -0.65087], [-0.74628, -2.53194, 0.86259], [-1.09488, -0.99961, -0.46814], [0.01961, 3.43925, -0.32993], [-0.55153, 2.46791, 1.02221], [1.32533, 2.54302, 0.57410], [0.40331, 1.46973, -1.63939], [-1.06666, 0.89353, -0.69424], [0.66247, 0.13550, 0.94765], [2.39691, -1.15405, -0.57882], [1.97400, 0.00133, -1.79536], [3.00032, 0.49233, -0.29113]],
  "atomic_forces_ev_per_a": [[-0.7, 0.4, -1.6], [1.5, 3.1, 0.1], [-1.2, -2.4, 2.6], [-1.8, 2.2, 0.5], [-0.2, -0.4, -1.0], [1.5, 3.7, 0.4], [0.7, -0.6, -1.6], [0.1, -0.2, 1.6], [1.1, 0.0, 0.4], [0.4, 0.3, 2.2], [-0.8, -0.6, -2.4], [0.0, -4.9, 1.0], [-0.9, 1.3, -3.7], [0.6, -1.7, 0.6], [1.7, 0.0, -0.4], [-1.1, -0.3, 0.0], [-0.6, -0.4, -0.1], [0.4, 1.4, -0.3], [0.4, -0.4, 0.5], [0.4, -0.3, 0.2], [0.6, 0.1, 1.3], [-2.0, -0.4, -0.3]],
  "mulliken_spin": [0.68, 0.08, 0.10, 0.00, 0.00, -0.04, 0.00, 0.04, 0.02, 0.00, 0.01, 0.07, 0.01, 0.00, 0.00, 0.00, 0.00, 0.00, 0.02, 0.00, 0.00, 0.00],
  "charge": 1,
  "s_squared": 0.76,
  "homo_ev": [-15.15, -15.17],
  "e_above_lowest_kcal_mol": 164.32,
  "energy_ha": -291.80031,
  "spin_multiplicity": 2,
  "fmax_ev_per_a": 5.02,
  "lumo_ev": [-6.71, -7.35]
}



{
  "formula": "C6H15N2",
  "method": "ωB97M-V/def2-TZVPD",
  "symbols": ["C", "C", "C", "C", "C", "C", "N", "N", "H", "H", "H", "H", "H", "H", "H", "H", "H", "H", "H", "H", "H", "H", "H"],
  "coordinates": [[-2.57415, 0.83776, 0.29819], [-2.09734, -0.21177, -0.61590], [0.88736, 0.63368, -1.31664], [1.11963, 0.89498, 1.16561], [2.27147, -0.99673, -0.00923], [1.02674, -0.10209, 0.01570], [-3.02179, -0.53952, 0.23587], [-0.16457, -0.96239, 0.20678], [-1.98294, 1.11329, 1.16003], [-3.22198, 1.62043, -0.08275], [-1.81398, -0.44689, -1.61751], [0.05371, 1.32873, -1.28589], [1.79229, 1.20128, -1.51753], [0.74613, -0.06571, -2.13584], [0.27690, 1.58100, 1.16589], [2.02860, 1.48083, 1.06080], [1.16396, 0.38514, 2.12454], [3.15688, -0.38999, -0.17742], [2.39323, -1.52122, 0.93461], [2.21109, -1.72763, -0.81302], [-3.83478, -1.11708, 0.35201], [-0.33489, -1.17559, 1.18325], [-0.08158, -1.82053, -0.33157]],
  "atomic_forces_ev_per_a": [[-0.1, 0.6, 0.2], [0.4, -0.8, 1.7], [0.1, -0.1, 0.3], [-0.1, -0.2, -0.2], [-0.1, 0.2, 0.0], [0.5, 0.0, -0.1], [0.5, 0.2, -0.6], [-1.3, 0.7, -0.8], [0.1, -0.1, 0.0], [0.0, -0.1, -0.1], [0.0, 0.0, -0.4], [-0.1, 0.1, -0.1], [0.0, 0.0, 0.0], [0.0, -0.1, -0.2], [-0.1, 0.1, 0.0], [0.0, 0.1, 0.0], [0.0, -0.1, 0.2], [0.1, 0.0, 0.0], [0.0, -0.1, 0.1], [0.0, -0.1, -0.1], [-0.2, -0.1, -0.1], [0.0, -0.2, 0.0], [0.1, -0.1, 0.2]],
  "mulliken_charge": [-0.43, 0.18, -1.74, -1.61, -1.68, 1.39, -0.23, -0.48, 0.20, 0.29, 0.47, 0.38, 0.45, 0.38, 0.35, 0.43, 0.44, 0.42, 0.41, 0.43, 0.27, 0.35, 0.33],
  "charge": 1,
  "homo_ev": -14.10,
  "e_above_lowest_kcal_mol": 73.03,
  "energy_ha": -346.79618,
  "spin_multiplicity": 1,
  "fmax_ev_per_a": 1.90,
  "lumo_ev": -3.89
}



{
  "formula": "C6H15N2",
  "method": "ωB97M-V/def2-TZVPD",
  "symbols": ["C", "C", "C", "C", "N", "C", "C", "N", "H", "H", "H", "H", "H", "H", "H", "H", "H", "H", "H", "H", "H", "H", "H"],
  "coordinates": [[0.03853, 0.03893, 2.62273], [0.67625, 1.01865, 1.60251], [0.55470, 0.23684, 0.27886], [1.56141, -0.59993, -0.05437], [2.53804, -0.98824, 0.86919], [-0.62032, 0.42876, -0.55188], [-1.25203, -0.64605, -1.30321], [-1.77624, -0.03660, -2.80066], [-0.78177, 0.34848, 3.04706], [-0.23285, -0.89398, 2.19874], [0.87412, -0.36261, 3.24904], [-0.05973, 1.88799, 1.59207], [1.69264, 1.33908, 1.67464], [1.45906, -0.90954, -1.09367], [2.63197, -0.14803, 1.46726], [3.37344, -1.01387, 0.29096], [-0.58480, 1.30848, -1.27907], [-1.41046, 0.94746, 0.10377], [-0.54987, -1.40497, -1.66491], [-2.30045, -0.67591, -0.91151], [-2.41321, 0.73651, -2.68864], [-1.01509, 0.28216, -3.34358], [-2.40334, -0.89361, -3.30535]],
  "atomic_forces_ev_per_a": [[6.4, -2.0, -1.1], [-4.0, -0.8, -1.6], [2.6, 0.3, 0.6], [-2.8, 1.0, -0.1], [0.6, 1.3, -1.3], [-1.9, 4.7, 0.2], [-2.2, 1.0, -2.4], [-2.4, -4.1, 0.5], [-3.9, 2.2, 3.0], [-0.4, -0.8, -1.2], [-1.1, 0.8, 0.5], [1.5, -0.6, -0.3], [0.4, 0.4, 0.8], [0.9, -1.0, 0.3], [0.4, -1.1, 0.1], [0.6, -0.5, 0.6], [0.9, -0.6, 0.5], [0.8, -1.2, -0.5], [-1.0, -0.6, 0.7], [1.2, -2.0, -0.1], [-0.3, 0.4, 0.3], [1.1, 0.1, -1.1], [2.5, 3.1, 1.4]],
  "mulliken_charge": [-1.21, -1.27, 0.81, -0.48, -0.54, -0.91, -0.21, -0.53, 0.54, 0.37, 0.27, 0.36, 0.56, 0.25, 0.28, 0.31, 0.31, 0.30, 0.37, 0.31, 0.35, 0.33, 0.42],
  "charge": 1,
  "homo_ev": -11.33,
  "e_above_lowest_kcal_mol": 101.66,
  "energy_ha": -346.75056,
  "spin_multiplicity": 1,
  "fmax_ev_per_a": 6.77,
  "lumo_ev": -3.85,
  "smiles": "CC/C(=C\\N)CC[NH3+]"
}